[1]
Below is a molecular structure, C4H6O2 at a distorted geometry, with properties calculated with the ωB97M-V functional and the def2-TZVPD basis.

```
12
Properties=species:S:1:pos:R:3:forces:R:3
C 0.411 0.328 -0.529 -1.3 1.5 2.6
C -0.548 0.978 -1.472 -0.5 0.2 0.1
C 0.533 -1.707 1.338 -0.2 0.7 2.2
C -0.194 -0.635 1.810 1.3 -2.9 0.0
O 1.496 -2.386 1.310 -0.2 -0.2 -0.6
O -0.530 0.327 1.002 0.8 1.6 -4.7
H -0.788 -0.737 2.718 0.2 -0.1 -0.1
H 0.818 -0.615 -0.886 -0.5 -0.5 0.8
H 1.212 0.972 -0.176 -0.1 0.0 -0.1
H -1.205 0.242 -1.940 0.1 0.1 0.0
H -1.184 1.686 -0.928 0.2 -0.1 -0.1
H -0.020 1.547 -2.246 0.0 -0.2 0.1
```
Positions in Å, forces in eV/Å.

Output
* gap between HOMO and LUMO: 8.03 eV
* highest occupied orbital energy: -7.43 eV
* 2S+1: 1
* max |F|: 5.04 eV Å⁻¹
* electronic energy: -8336.553 eV

[2]
Below is C2H2FNO2 in the gas phase at a distorted geometry, with properties calculated with the ωB97M-V functional and the def2-TZVPD basis.

```
8
Properties=species:S:1:pos:R:3:forces:R:3
O -0.668 -0.063 1.999 0.0 -0.2 -0.7
C -0.033 0.257 1.036 0.1 1.0 0.5
C 0.103 -0.484 -0.293 -1.2 1.5 0.8
F -0.240 -1.743 -0.124 -1.1 -1.6 -0.5
N -0.645 0.126 -1.525 0.3 0.3 0.4
O -0.356 1.251 -1.819 0.1 -1.3 0.8
H 0.698 1.096 1.079 -0.4 0.2 0.0
H 1.141 -0.440 -0.353 2.2 0.2 -1.3
```
Positions in Å, forces in eV/Å.

Output
* gap between HOMO and LUMO (spin up / spin down): 8.96 / 8.96 eV
* highest occupied orbital energy (spin up / spin down): -9.96 / -9.96 eV
* 2S+1: 1
* max |F|: 2.51 eV Å⁻¹
* SMILES: O=C[C@@H](F)N=O
* electronic energy: -10405.141 eV

[3]
Below is a molecular structure, C30H42As3FN3PdS, with properties calculated with the ωB97M-V functional and the def2-TZVPD basis.

```
81
Properties=species:S:1:pos:R:3:forces:R:3
Pd 0.307 -0.346 -0.815 -0.8 -0.1 0.1
C -3.826 -1.754 0.435 -0.1 0.0 -0.2
As -2.309 -0.512 0.332 0.4 0.0 0.3
C -1.369 -1.156 1.931 -0.1 0.1 0.1
C -3.343 1.046 0.976 0.1 0.0 0.1
C -2.677 2.327 1.495 -0.1 -0.1 -0.1
C -3.785 3.385 1.655 0.0 0.0 0.1
C -1.694 2.893 0.464 -0.1 -0.1 0.0
As 0.000 2.059 -0.124 0.3 0.0 -0.4
C 0.038 3.179 -1.714 0.0 0.0 -0.1
C 1.240 2.953 1.081 0.0 0.0 0.1
C -1.986 2.144 2.857 0.0 0.2 -0.2
As -3.125 2.091 4.437 0.3 -0.4 0.1
C -4.289 0.560 4.490 -0.3 0.1 0.1
C -1.926 1.842 5.918 -0.1 0.2 0.1
H -4.541 -1.398 1.175 0.0 0.0 0.0
H -3.483 -2.744 0.733 0.0 0.0 0.0
H -4.332 -1.818 -0.528 0.0 0.0 0.0
H -1.996 -1.158 2.824 0.0 0.0 0.0
H -0.467 -0.572 2.111 0.0 0.0 0.0
H -1.065 -2.185 1.734 0.0 0.0 0.0
H -4.026 0.646 1.728 0.0 0.0 0.0
H -3.958 1.309 0.111 0.0 0.0 0.0
H -4.209 3.661 0.691 0.0 0.0 0.0
H -3.394 4.293 2.120 0.0 0.0 0.0
H -4.608 3.009 2.273 0.0 0.0 0.0
H -1.373 3.889 0.783 0.0 0.0 0.0
H -2.248 3.027 -0.467 0.0 0.0 0.0
H -0.032 4.223 -1.410 0.0 0.0 0.0
H -0.826 2.925 -2.329 0.0 0.0 0.0
H 0.946 3.028 -2.287 0.0 0.0 0.1
H 1.467 3.940 0.681 0.0 0.0 0.0
H 2.162 2.390 1.197 0.0 0.0 0.0
H 0.778 3.065 2.061 0.0 0.0 0.0
H -1.344 3.006 3.062 0.0 0.0 0.0
H -1.374 1.241 2.933 0.0 0.0 0.0
H -5.189 0.710 3.899 0.0 0.0 -0.1
H -4.567 0.401 5.530 0.0 0.0 0.0
H -3.715 -0.290 4.117 0.0 0.0 0.0
H -1.223 2.666 6.002 0.0 0.0 -0.1
H -1.401 0.904 5.724 0.0 0.0 0.0
H -2.501 1.761 6.839 0.0 0.0 0.0
N 0.862 -4.811 -1.682 0.0 -0.1 0.0
C -0.252 -5.570 -1.354 0.0 0.0 0.0
C -0.143 -6.945 -1.169 0.0 0.0 0.0
C -1.273 -7.668 -0.855 -0.1 0.0 0.0
C -2.525 -7.038 -0.723 0.1 -0.1 0.0
C -2.644 -5.683 -0.909 0.0 0.0 -0.1
C -1.499 -4.936 -1.220 0.0 -0.1 -0.1
S -1.623 -3.252 -1.482 -0.1 0.2 0.1
N -0.091 -2.676 -1.526 0.2 0.0 -0.2
C 0.936 -3.468 -1.708 0.1 0.0 -0.1
C 2.275 -2.876 -1.961 -0.1 0.0 0.0
C 3.228 -3.601 -2.656 0.0 0.0 -0.1
C 4.490 -3.050 -2.839 0.0 0.0 0.0
C 4.740 -1.816 -2.281 0.0 0.0 0.0
C 3.709 -1.154 -1.620 0.0 0.0 0.1
N 2.476 -1.639 -1.488 0.0 0.0 0.2
H 1.727 -5.320 -1.811 0.0 0.0 0.1
H 0.815 -7.438 -1.276 0.0 0.0 0.0
H -1.197 -8.737 -0.712 0.0 0.0 0.0
H -3.397 -7.627 -0.477 0.0 0.0 0.0
H -3.608 -5.196 -0.824 0.0 0.0 0.0
H 3.001 -4.561 -3.102 0.0 0.0 0.0
H 5.251 -3.583 -3.392 0.0 0.0 0.0
H 5.711 -1.348 -2.355 0.0 0.0 0.0
H 3.895 -0.184 -1.189 0.0 0.0 0.0
F 6.141 5.979 -3.330 0.0 0.0 0.0
C 5.393 4.945 -2.959 0.0 0.0 0.0
C 5.327 4.617 -1.610 0.0 -0.1 0.0
C 4.527 3.567 -1.226 0.0 0.0 0.0
C 3.774 2.828 -2.174 -0.1 0.0 0.0
C 2.898 1.809 -1.774 0.3 0.1 -0.1
C 3.915 3.177 -3.542 0.0 0.0 0.0
C 4.712 4.227 -3.933 0.0 0.0 0.0
H 5.912 5.184 -0.899 0.0 0.0 0.0
H 4.474 3.292 -0.179 0.0 0.0 0.0
H 2.330 1.245 -2.503 0.0 0.0 0.0
H 2.794 1.553 -0.727 0.0 0.0 0.0
H 3.378 2.605 -4.289 0.0 0.0 0.0
H 4.821 4.509 -4.971 0.0 0.0 0.0
```
Positions in Å, forces in eV/Å.

Output
* ⟨S²⟩: 6.057
* gap between HOMO and LUMO (spin up / spin down): 4.76 / 4.75 eV
* highest occupied orbital energy (spin up / spin down): -13.00 / -15.19 eV
* 2S+1: 5
* max |F|: 0.87 eV Å⁻¹
* electronic energy: -235782.030 eV
* charge: +3

[4]
Below is a molecular structure, C31H28AsCl2HfN7O8STe at a distorted geometry, with properties calculated with the ωB97M-V functional and the def2-TZVPD basis.

```
80
Properties=species:S:1:pos:R:3:forces:R:3
Hf -1.183 -0.246 -0.361 3.3 1.9 2.0
Cl 2.054 -6.594 -1.156 0.2 -0.3 0.1
C 1.487 -4.977 -1.432 0.0 0.2 0.0
C 1.916 -3.971 -0.597 -0.1 0.1 0.0
C 1.440 -2.660 -0.754 0.0 -0.1 -0.5
N 1.775 -1.622 0.060 0.6 0.5 0.3
C 2.980 -1.600 0.628 -0.7 0.0 -0.9
O 4.011 -2.181 0.254 0.5 -0.3 0.3
C 3.064 -0.739 1.855 0.0 0.2 0.5
C 4.225 -0.816 2.628 0.1 0.0 0.0
C 4.329 -0.058 3.777 -0.2 0.1 -0.1
C 3.246 0.740 4.136 0.3 -0.1 0.1
C 2.129 0.727 3.324 -0.1 0.1 -0.1
N 2.026 0.020 2.210 0.6 -0.3 0.0
C 0.479 -2.435 -1.768 0.6 -0.4 0.3
C 0.124 -3.431 -2.657 0.1 0.0 0.1
C 0.623 -4.713 -2.482 -0.1 0.3 0.0
Cl 0.157 -5.966 -3.577 -0.2 -0.3 -0.4
N -0.047 -1.124 -1.860 0.7 -0.6 -1.3
C 0.448 -0.368 -2.846 0.5 -0.4 -0.5
O 1.263 -0.707 -3.704 -0.3 0.4 0.1
C -0.045 1.050 -2.839 0.1 0.7 0.2
C -0.087 1.729 -4.047 0.0 0.4 -0.2
C -0.518 3.045 -4.079 -0.1 -0.2 0.6
C -0.903 3.632 -2.871 0.2 0.0 -0.5
C -0.822 2.886 -1.717 0.1 -0.2 0.7
N -0.383 1.622 -1.663 -0.2 -0.3 -1.6
H 2.622 -4.176 0.190 0.1 -0.1 0.0
H 5.014 -1.467 2.284 0.0 0.0 -0.1
H 5.233 -0.070 4.372 0.0 -0.1 0.1
H 3.278 1.352 5.027 -0.1 0.1 0.1
H 1.269 1.341 3.552 -0.1 0.0 0.2
H -0.534 -3.195 -3.483 -0.1 0.0 0.0
H 0.225 1.202 -4.935 0.0 -0.1 0.0
H -0.572 3.600 -5.005 0.0 0.0 -0.1
H -1.265 4.652 -2.834 0.0 -0.1 0.1
H -1.107 3.322 -0.767 0.0 -0.1 0.0
O -4.848 -1.130 -2.829 0.3 0.3 0.7
As -3.067 -1.225 -2.503 -2.8 -2.0 -2.5
O -2.586 -1.654 -4.002 0.8 -0.5 -0.3
O -2.540 0.233 -1.981 0.3 0.8 0.8
C -2.931 -2.636 -1.176 -0.1 1.2 0.1
C -2.872 -3.933 -1.677 0.2 -0.6 -0.2
C -3.009 -5.026 -0.841 0.1 0.4 -0.4
C -3.291 -4.804 0.512 -0.1 0.4 0.0
C -3.395 -3.525 1.000 0.1 -0.2 0.4
C -3.110 -2.407 0.200 -0.6 0.0 -0.6
S -3.812 -0.841 0.732 -2.8 -0.5 2.4
O -4.132 -0.953 2.139 0.2 0.0 -0.4
O -4.965 -0.666 -0.112 0.3 0.2 -0.5
O -2.825 0.271 0.534 -3.0 1.0 0.6
H -4.948 -1.455 -3.730 0.4 0.0 -0.1
H -2.753 -4.052 -2.750 0.1 -0.1 0.1
H -2.947 -6.030 -1.235 0.0 0.0 -0.1
H -3.449 -5.642 1.175 -0.1 0.0 0.1
H -3.652 -3.326 2.028 0.1 -0.1 0.1
C 2.762 3.875 0.316 0.0 -0.2 0.2
C 2.828 2.354 0.277 0.1 0.1 -0.1
N 1.481 1.846 0.312 0.2 0.2 0.0
C 0.522 2.395 1.115 -0.1 -0.3 -0.4
N -0.590 1.749 1.212 -0.2 -0.2 -0.6
C -1.628 2.245 2.094 -0.1 -0.1 0.2
C -1.090 3.173 3.179 0.0 0.0 -0.4
C -0.240 4.247 2.513 -0.3 0.0 0.2
N 0.761 3.632 1.667 0.0 -0.1 0.1
C 2.058 4.261 1.609 0.3 0.1 -0.2
H 2.176 4.232 -0.532 0.0 0.0 -0.1
H 3.759 4.317 0.274 0.0 0.0 0.0
H 3.425 1.989 1.127 0.0 0.0 -0.1
H 3.296 1.999 -0.643 0.0 0.0 0.1
H 1.400 0.827 0.267 0.2 0.2 0.1
H -2.109 1.371 2.542 0.0 0.1 0.0
H -2.392 2.761 1.497 -0.1 0.0 0.1
H -0.475 2.595 3.870 0.0 0.0 0.1
H -1.910 3.620 3.742 0.0 0.0 0.0
H 0.276 4.860 3.261 0.0 0.0 -0.1
H -0.880 4.913 1.913 0.0 0.0 0.1
H 2.681 3.961 2.468 0.0 0.1 0.0
H 1.912 5.347 1.661 0.0 -0.1 0.0
Te -0.843 -1.576 1.912 0.6 -1.1 0.9
```
Positions in Å, forces in eV/Å.

Output
* gap between HOMO and LUMO: 4.04 eV
* highest occupied orbital energy: -0.25 eV
* 2S+1: 1
* max |F|: 4.29 eV Å⁻¹
* electronic energy: -164735.529 eV
* charge: -2

[5]
Below is 2 unconnected molecules or ions with the total composition C14H29BrNOSi at a distorted geometry, with properties calculated with the ωB97M-V functional and the def2-TZVPD basis.

```
47
Properties=species:S:1:pos:R:3:forces:R:3
C 0.551 1.897 -1.933 -1.7 2.7 -1.1
C -0.178 2.881 -2.675 0.9 -3.3 0.2
C -0.823 2.403 -4.085 -0.7 0.5 2.3
Si 0.163 3.126 -5.566 0.2 0.0 0.6
C 1.231 1.854 -6.522 0.4 -0.6 -0.1
C 0.432 0.631 -7.161 2.0 0.6 -5.5
O 0.543 0.462 -8.406 -0.9 0.5 5.5
Br -0.682 -0.679 -6.184 0.6 0.9 -0.1
H 1.239 2.262 -1.102 -1.2 -0.8 -0.9
H 0.410 0.787 -2.163 0.7 1.8 0.1
H -0.352 3.948 -2.324 0.8 -1.5 -0.6
H -1.889 2.839 -4.121 1.5 -0.9 -0.1
H -0.843 1.263 -4.039 -0.1 1.6 -0.3
H -0.720 3.937 -6.438 0.0 -0.4 -0.1
H 1.112 4.110 -4.987 0.1 -0.1 -0.1
H 2.118 1.508 -5.863 -1.7 0.2 -0.9
H 1.727 2.433 -7.392 -1.0 -1.2 1.2
C -0.526 -3.555 4.417 0.0 -0.2 0.0
C 0.860 -2.961 4.201 0.0 -0.1 0.0
C 0.941 -1.461 4.482 0.3 -0.2 0.0
C 0.006 -0.517 3.722 0.3 -0.1 0.1
N 0.196 -0.417 2.203 0.0 0.4 -0.3
C -0.387 -1.592 1.419 0.0 -0.1 0.2
C -1.861 -1.280 1.320 -0.2 -0.2 0.1
C -1.873 0.201 1.006 -0.4 0.4 -0.4
C -0.639 0.787 1.687 0.1 -0.1 0.0
C 1.651 -0.210 1.855 -0.4 -0.2 0.2
H -1.307 -3.007 3.885 0.0 0.0 0.0
H -0.551 -4.589 4.064 -0.1 0.1 0.1
H -0.783 -3.557 5.481 0.0 0.0 -0.1
H 1.222 -3.181 3.193 0.0 0.0 0.0
H 1.558 -3.474 4.871 0.0 0.2 -0.1
H 1.979 -1.136 4.357 -0.1 0.1 0.0
H 0.729 -1.317 5.549 -0.1 0.2 -0.2
H 0.192 0.491 4.107 -0.1 -0.1 -0.2
H -1.044 -0.744 3.913 0.1 0.0 -0.2
H 0.079 -1.590 0.429 0.0 0.1 0.2
H -0.179 -2.535 1.909 0.2 0.1 0.1
H -2.374 -1.478 2.266 0.1 -0.1 -0.1
H -2.356 -1.873 0.549 0.1 0.0 0.1
H -2.793 0.682 1.345 0.1 0.0 0.0
H -1.806 0.359 -0.075 0.0 0.0 0.1
H -0.893 1.433 2.527 0.2 -0.2 0.0
H -0.032 1.348 0.972 0.0 -0.1 0.2
H 2.205 -1.114 2.110 0.0 0.1 0.0
H 2.019 0.650 2.416 0.0 -0.1 -0.1
H 1.731 -0.026 0.783 -0.1 0.0 0.2
```
Positions in Å, forces in eV/Å.

Output
* gap between HOMO and LUMO: 9.36 eV
* highest occupied orbital energy: -11.72 eV
* 2S+1: 1
* max |F|: 5.90 eV Å⁻¹
* electronic energy: -96437.838 eV
* charge: +1

[6]
Below is 2 unconnected molecules or ions with the total composition C16H24F9INO2, with properties calculated with the ωB97M-V functional and the def2-TZVPD basis.

```
53
Properties=species:S:1:pos:R:3:forces:R:3
C 4.296 2.108 -0.051 0.1 0.2 0.1
C 3.720 2.989 1.063 -0.1 -0.2 0.1
C 2.204 2.840 1.259 0.3 0.1 0.0
O 1.786 1.498 0.972 -0.1 0.1 0.2
C 0.629 1.355 0.213 0.0 -0.2 0.1
C -0.625 1.311 1.039 0.1 0.2 0.0
N -0.679 1.788 2.237 -0.2 0.0 0.1
C -1.956 1.617 2.934 -0.1 -0.5 -0.2
I -2.897 3.474 3.375 0.0 0.1 0.0
C -2.712 0.653 1.989 0.5 0.3 0.1
C -1.904 0.643 0.666 -0.2 -0.2 -0.1
C -2.626 1.141 -0.603 -0.2 0.2 0.1
C -3.214 2.557 -0.605 0.0 0.0 -0.1
C -2.210 3.675 -0.412 -0.2 -0.1 0.1
F -1.162 3.505 -1.315 0.2 0.0 -0.2
H 5.238 2.529 -0.403 0.0 0.0 0.0
H 3.623 2.037 -0.907 0.0 0.0 0.0
H 4.504 1.105 0.318 -0.1 0.0 -0.1
H 4.214 2.754 2.009 0.0 0.0 -0.1
H 3.924 4.042 0.861 -0.1 0.0 0.0
H 1.966 3.061 2.309 -0.1 0.1 -0.1
H 1.652 3.540 0.620 0.0 -0.1 0.0
H 0.679 0.397 -0.313 0.0 0.0 0.0
H 0.514 2.137 -0.551 -0.1 0.0 0.0
H 0.094 2.263 2.688 0.2 0.0 -0.1
H -1.768 1.171 3.907 0.0 0.1 -0.1
H -3.754 0.926 1.852 0.0 -0.1 0.1
H -2.615 -0.334 2.444 -0.4 0.0 -0.1
H -1.654 -0.398 0.430 0.2 0.1 0.0
H -1.975 1.034 -1.471 0.1 -0.1 0.1
H -3.447 0.433 -0.746 0.1 0.0 -0.1
H -3.672 2.706 -1.588 0.0 -0.1 0.1
H -4.025 2.671 0.122 0.1 0.0 0.1
H -2.664 4.648 -0.598 0.0 0.0 0.0
H -1.766 3.699 0.584 0.0 0.0 0.0
C -0.850 -4.408 -1.058 -0.3 -0.4 0.0
C -0.767 -2.875 -1.033 0.1 -0.1 0.1
C -0.364 -2.147 -2.317 0.0 0.0 -0.1
F 0.886 -2.452 -2.680 0.1 -0.1 0.0
F -0.401 -0.805 -2.065 -0.1 0.0 0.0
F 0.010 -2.446 -0.012 0.0 0.0 0.0
F -2.042 -2.433 -0.774 0.0 0.0 0.0
O 0.255 -5.109 -0.537 0.3 0.5 0.2
C 1.288 -5.549 -1.325 -0.1 -0.2 0.1
C 2.633 -4.999 -0.828 0.0 -0.1 0.0
F 2.616 -3.648 -0.846 -0.1 0.1 0.0
F 3.606 -5.426 -1.654 0.0 0.0 0.0
F 1.085 -5.263 -2.619 0.0 0.1 -0.2
F 1.353 -6.889 -1.210 0.0 -0.1 -0.1
H -1.665 -4.645 -0.376 0.0 0.0 0.0
H -1.134 -4.765 -2.049 0.1 0.1 0.0
H -1.056 -2.368 -3.132 0.0 0.0 0.0
H 2.826 -5.347 0.188 0.0 0.0 0.0
```
Positions in Å, forces in eV/Å.

Output
* gap between HOMO and LUMO: 9.50 eV
* highest occupied orbital energy: -13.23 eV
* 2S+1: 1
* max |F|: 0.59 eV Å⁻¹
* electronic energy: -55118.106 eV
* charge: +1

[7]
Below is 2 unconnected molecules or ions with the total composition C4H9O, with properties calculated with the ωB97M-V functional and the def2-TZVPD basis.

```
14
Properties=species:S:1:pos:R:3:forces:R:3
C 2.213 1.652 0.079 0.0 0.5 -0.2
O 3.519 1.916 0.111 0.1 0.0 0.0
H 1.549 2.453 -0.404 0.1 0.0 0.1
H 1.917 0.752 -0.523 0.0 -0.2 0.2
H 1.725 1.545 1.094 0.0 -0.3 0.0
C -1.683 -1.940 -0.215 0.0 0.1 -0.2
C -0.690 -0.884 0.173 0.0 -0.2 0.3
C -0.894 0.413 0.040 -0.5 0.5 -0.1
H -2.030 -2.488 0.664 0.0 -0.1 0.0
H -2.546 -1.493 -0.713 -0.1 0.0 0.1
H -1.256 -2.663 -0.914 0.1 0.0 0.1
H 0.221 -1.236 0.649 0.1 0.1 -0.1
H -0.218 1.197 0.351 0.3 -0.3 0.0
H -1.826 0.776 -0.393 0.0 -0.1 -0.1
```
Positions in Å, forces in eV/Å.

Output
* gap between HOMO and LUMO: 5.37 eV
* highest occupied orbital energy: -1.82 eV
* 2S+1: 1
* max |F|: 0.73 eV Å⁻¹
* electronic energy: -6339.650 eV
* charge: -1

[8]
Below is C17H21N3O4S in the gas phase at a distorted geometry, with properties calculated with the ωB97M-V functional and the def2-TZVPD basis.

```
46
Properties=species:S:1:pos:R:3:forces:R:3
C -3.831 1.064 -3.421 -0.2 0.1 -0.1
O -2.755 0.538 -2.676 0.2 0.1 0.0
C -1.556 1.163 -2.734 0.0 0.2 0.0
C -1.307 2.384 -3.357 -0.3 -0.2 0.0
C -0.040 2.939 -3.312 0.1 -0.2 0.1
C 1.014 2.311 -2.658 -0.1 0.0 0.0
C 2.377 2.930 -2.627 0.0 0.0 -0.1
C 0.762 1.087 -2.050 0.1 0.1 0.0
C -0.497 0.527 -2.093 -0.4 -0.7 0.3
S -0.770 -1.077 -1.335 -0.1 -0.2 0.2
O -1.319 -1.995 -2.285 -0.2 0.2 0.0
O 0.475 -1.440 -0.704 0.1 0.4 -0.1
N -1.864 -0.861 -0.118 0.7 0.1 -0.9
C -3.246 -1.219 -0.285 -0.4 -0.2 -0.2
C -1.520 0.111 0.889 0.2 0.2 0.5
C -1.155 -0.559 2.224 -0.2 0.1 -0.4
O -1.686 -0.259 3.275 -0.1 0.3 0.3
N -0.224 -1.509 2.076 0.3 -0.5 0.1
C 0.378 -2.175 3.200 -0.3 0.0 0.1
C 1.827 -1.797 3.376 0.1 -0.1 0.2
C 2.638 -2.489 4.274 0.0 0.1 -0.1
C 3.959 -2.103 4.409 -0.1 0.0 0.0
C 4.429 -1.046 3.644 0.0 0.0 0.0
C 3.542 -0.424 2.781 0.4 0.1 0.1
N 2.278 -0.786 2.650 -0.4 0.0 -0.2
H -4.133 2.048 -3.048 0.0 -0.1 0.0
H -4.650 0.360 -3.288 0.0 0.1 0.0
H -3.584 1.135 -4.484 0.0 0.0 0.0
H -2.094 2.910 -3.874 -0.1 0.0 0.0
H 0.132 3.887 -3.800 0.0 0.1 0.0
H 3.032 2.382 -1.956 0.1 0.0 0.0
H 2.319 3.966 -2.297 0.1 0.1 0.0
H 2.817 2.922 -3.623 0.1 0.0 0.0
H 1.537 0.541 -1.536 0.1 0.0 0.1
H -3.299 -1.859 -1.161 -0.3 0.0 0.1
H -3.595 -1.766 0.594 0.0 0.0 0.0
H -3.878 -0.338 -0.436 0.0 0.0 0.0
H -2.348 0.809 1.055 0.1 -0.1 0.0
H -0.646 0.672 0.545 -0.1 0.1 0.2
H 0.222 -1.613 1.168 -0.1 0.1 0.2
H 0.296 -3.262 3.083 0.0 0.1 0.1
H -0.189 -1.875 4.090 0.1 -0.1 -0.1
H 2.234 -3.308 4.850 0.0 -0.1 0.1
H 4.614 -2.619 5.097 0.0 0.0 0.0
H 5.453 -0.715 3.717 0.1 0.0 0.0
H 3.852 0.406 2.160 0.1 0.1 0.0
```
Positions in Å, forces in eV/Å.

Output
* gap between HOMO and LUMO: 9.43 eV
* highest occupied orbital energy: -8.83 eV
* 2S+1: 1
* max |F|: 1.13 eV Å⁻¹
* SMILES: COc1ccc(C)cc1S(=O)(=O)N(C)CC(=O)NCc1ccccn1
* electronic energy: -41465.045 eV

> Which value of 2S+1 does entry 2 give?

1